{
  "formula": "C17H25BiCl3NO6P2S2",
  "method": "ωB97M-V/def2-TZVPD",
  "elements": ["Bi", "C", "C", "C", "C", "C", "C", "C", "S", "O", "O", "N", "C", "C", "O", "O", "H", "H", "H", "H", "H", "H", "H", "H", "H", "C", "P", "C", "C", "C", "P", "C", "C", "H", "H", "H", "H", "H", "H", "H", "H", "H", "H", "H", "H", "H", "H", "H", "H", "Cl", "C", "Cl", "Cl", "C", "O", "O", "S"],
  "xyz": [[0.7013, 0.3617, -0.1387], [3.0387, -5.8148, 1.0726], [2.1301, -4.7834, 1.6857], [0.8138, -4.6598, 1.2642], [0.0288, -3.5948, 1.6837], [0.5609, -2.6602, 2.5519], [1.8484, -2.8164, 3.0491], [2.6220, -3.8808, 2.6264], [-0.2805, -1.1201, 2.8782], [-1.6375, -1.2384, 2.3906], [-0.1479, -0.9100, 4.3070], [0.4418, 0.0800, 2.0901], [1.7121, 0.5160, 2.6617], [2.9389, -0.1112, 1.9569], [4.0069, -0.1660, 2.5706], [2.7405, -0.5011, 0.7517], [2.4702, -6.6238, 0.6122], [3.7264, -6.2390, 1.8069], [3.6353, -5.3386, 0.2906], [0.4168, -5.3589, 0.5377], [-0.9805, -3.4693, 1.3254], [2.2460, -2.0932, 3.7499], [3.6401, -3.9767, 2.9862], [1.7371, 0.2926, 3.7279], [1.7971, 1.6006, 2.5320], [-0.0696, 0.1682, -4.7425], [-0.1186, 1.1113, -3.1559], [-0.0984, 2.8396, -3.8516], [-1.9445, 0.9720, -2.8698], [-2.4447, 1.7183, -1.6308], [-2.1823, 0.8224, -0.0169], [-3.2659, 1.8998, 1.0111], [-3.3009, -0.6076, -0.2988], [-0.8767, 0.4655, -5.4170], [-0.1620, -0.8886, -4.4887], [0.8931, 0.3358, -5.2282], [-0.8859, 3.0257, -4.5887], [0.8775, 3.0096, -4.3107], [-0.1994, 3.5410, -3.0216], [-2.1476, -0.0971, -2.7812], [-2.4470, 1.3518, -3.7682], [-3.5216, 1.9003, -1.7266], [-1.9554, 2.6885, -1.5256], [-4.2547, 2.0081, 0.5595], [-2.7833, 2.8734, 1.0928], [-3.3558, 1.4485, 2.0000], [-4.1750, -0.3130, -0.8849], [-3.5939, -0.9849, 0.6779], [-2.7281, -1.3786, -0.8143], [1.8985, 6.0799, 1.3528], [0.7376, 5.7374, 0.0499], [1.4508, 6.2416, -1.5008], [-0.7257, 6.6997, 0.3292], [0.4518, 4.0969, -0.0074], [1.4906, 3.4767, -0.2045], [-0.7334, 3.8068, 0.1420], [-0.0362, -1.5435, -1.3508]],
  "atomic_forces_ev_per_a": [[0.534, 0.024, 0.042], [-0.026, 0.044, 0.028], [0.015, -0.094, 0.088], [-0.002, 0.097, -0.038], [-0.044, -0.015, 0.008], [0.099, 0.347, -0.255], [0.001, -0.008, 0.165], [-0.013, 0.018, -0.085], [-0.591, 0.648, 0.418], [0.155, -0.226, -0.380], [0.239, -0.125, 0.075], [-0.345, -0.818, 0.562], [0.257, -0.178, -0.019], [0.170, 0.094, 0.048], [-0.136, -0.043, -0.006], [-0.194, 0.152, -0.041], [0.006, -0.019, 0.015], [-0.004, -0.005, -0.006], [0.039, -0.066, -0.007], [-0.020, -0.019, -0.007], [-0.036, 0.099, -0.143], [0.042, -0.010, -0.054], [0.013, 0.026, -0.025], [0.160, 0.143, -0.036], [-0.014, -0.003, 0.040], [0.151, -0.036, 0.282], [-0.322, 0.685, -0.491], [0.026, -0.233, 0.091], [0.127, -0.012, 0.044], [0.059, -0.117, 0.077], [-0.755, 0.488, -0.614], [0.348, -0.158, 0.115], [0.318, 0.073, 0.178], [-0.012, 0.021, 0.007], [0.023, -0.025, -0.065], [-0.012, -0.047, -0.034], [-0.002, -0.013, -0.016], [-0.004, 0.070, 0.000], [0.006, 0.053, -0.033], [-0.045, -0.019, -0.068], [-0.004, -0.022, 0.011], [0.001, -0.004, 0.042], [-0.031, 0.048, 0.030], [-0.013, -0.037, -0.022], [-0.006, 0.007, 0.036], [-0.019, 0.058, 0.032], [-0.011, 0.027, 0.032], [-0.066, -0.100, 0.046], [-0.036, -0.057, -0.010], [0.047, 0.038, 0.054], [-0.064, -0.578, 0.023], [0.052, 0.062, -0.130], [-0.083, 0.048, 0.022], [0.179, 0.912, -0.001], [-0.110, -0.069, 0.016], [-0.023, -0.273, -0.037], [-0.024, -0.851, -0.007]],
  "lowdin_charge": [1.201, -0.066, -0.282, -0.050, -0.080, -0.266, -0.059, -0.036, 0.537, -0.360, -0.338, -0.417, -0.244, -0.718, -0.023, -0.242, 0.065, 0.067, 0.083, 0.105, 0.098, 0.113, 0.112, 0.097, 0.114, -0.318, 0.730, -0.303, -0.471, -0.429, 0.763, -0.269, -0.304, 0.026, 0.007, 0.024, 0.026, 0.025, 0.013, 0.031, 0.066, 0.069, 0.045, 0.031, 0.020, 0.034, 0.036, 0.023, -0.029, 0.526, -1.511, 0.516, 0.513, -0.852, -0.111, -0.083, -0.259],
  "homo_energy_ev": -1.99,
  "e_lumo_ev": 4.438,
  "gap_ev": 6.43,
  "total_charge": -2
}